# 1
# C5H5NO2

One molecule with the formula C5H5NO2 (wB97M-V/def2-TZVPD, the Open Molecules 2025 dataset).

Its structure (SMILES) is CC(=O)c1ncco1. The value obtained for the energy is -10848.0860 eV. The calculation puts the energy relative to the best compared isomer or geometry (same formula, charge and spin) at 3.229 eV. The value obtained for the HOMO-LUMO gap is 9.667 eV. For the HOMO energy, the calculation gives -9.508 eV. The value obtained for the LUMO energy is 0.16 eV. Its total charge is 0.

```
13
C5H5NO2 wB97M-V/def2-TZVPD
C 1.488 1.601 0.328
C 0.058 1.184 0.773
C -0.558 -0.085 0.264
C -1.621 -1.796 -0.266
C -0.474 -1.753 -1.102
H 1.679 2.481 0.652
H 1.747 1.706 -0.595
H 2.192 0.844 0.649
H -2.441 -2.510 -0.179
H -0.061 -2.186 -1.812
N -1.548 -0.671 0.573
O -0.661 1.853 1.552
O 0.200 -0.667 -0.837
```

Atom charges from the Mulliken analysis, given in e for atoms 1 to 2: C -1.588; C 0.622

# 2
# C5H5NO3

One molecule with the formula C5H5NO3 (wB97M-V/def2-TZVPD, the Open Molecules 2025 dataset).

Its structure (SMILES) is NOC(=O)CC=C=C=O. The value obtained for the energy is -12893.1723 eV. The calculation puts the energy relative to the best compared isomer or geometry (same formula, charge and spin) at 4.717 eV. The value obtained for the HOMO-LUMO gap is 9.254 eV. For the HOMO energy, the calculation gives -9.309 eV. The value obtained for the LUMO energy is -0.06 eV. Its total charge is 0.

```
14
C5H5NO3 wB97M-V/def2-TZVPD
C -1.516 -1.687 0.679
C -2.616 -0.934 -0.424
C -0.521 -1.069 1.290
C 1.059 0.593 0.199
C -0.001 0.371 1.320
N 1.377 1.096 -2.013
O -3.444 -0.976 -1.204
O 2.224 0.460 0.359
O 0.385 0.781 -0.939
H 0.063 -1.713 2.009
H 0.480 0.506 2.283
H -0.834 1.102 1.129
H 2.286 0.794 -1.816
H 1.060 0.675 -2.873
```

Atom charges from the Mulliken analysis, given in e for atoms 1 to 2: C -0.495; C 0.498

# 3
# C5H5NO3

One molecule with the formula C5H5NO3 (wB97M-V/def2-TZVPD, the Open Molecules 2025 dataset).

Its structure (SMILES) is O=C1CO/C=C\C=N/O1. The value obtained for the energy is -12892.5043 eV. The calculation puts the energy relative to the best compared isomer or geometry (same formula, charge and spin) at 5.385 eV. The value obtained for the HOMO-LUMO gap is 8.580 eV. For the HOMO energy, the calculation gives -9.361 eV. The value obtained for the LUMO energy is -0.78 eV. Its total charge is 0.

```
14
C5H5NO3 wB97M-V/def2-TZVPD
C -0.105 -1.273 0.272
C -1.334 -1.123 -0.491
C -0.799 1.143 0.296
C 0.605 1.348 -0.002
C 1.805 0.591 -0.076
H -2.290 -1.535 0.070
H -1.415 -1.513 -1.546
H -1.461 1.956 0.898
H 0.571 2.360 0.344
H 2.673 1.240 0.153
N 2.266 -0.663 -0.276
O 0.186 -1.421 1.465
O -1.636 0.251 -0.379
O 0.933 -1.362 -0.728
```

Atom charges from the Mulliken analysis, given in e for atoms 1 to 2: C 0.502; C -0.188

# 4
# C5H5NO3S

A 2-piece molecular cluster, C5H5NO3S overall (wB97M-V/def2-TZVPD, the Open Molecules 2025 dataset).

The value obtained for the energy is -23731.2333 eV. The calculation puts the energy relative to the best compared isomer or geometry (same formula, charge and spin) at 1.872 eV. The value obtained for the HOMO-LUMO gap is 7.933 eV. For the HOMO energy, the calculation gives -7.747 eV. The value obtained for the LUMO energy is 0.19 eV. Its total charge is 0.

```
15
C5H5NO3S wB97M-V/def2-TZVPD
C 2.563 -1.123 0.180
C 3.244 0.031 0.086
C 1.118 -0.945 0.038
C -1.050 1.068 0.065
C -3.158 0.172 -0.226
N 0.888 0.366 -0.263
O 0.234 -1.778 0.151
O -1.090 2.091 0.620
O -1.726 0.139 -0.418
S 2.205 1.375 -0.225
H 2.982 -2.091 0.380
H 4.302 0.197 0.170
H -3.586 1.029 -0.750
H -3.394 0.230 0.837
H -3.530 -0.761 -0.645
```

Atom charges from the Mulliken analysis, given in e for atoms 1 to 2: C -0.878; C -0.163